[1]
ORCA calculation (ωB97M-V/def2-TZVPD) on C5H10O in the gas phase.

Properties
**Lowest unoccupied orbital energy (alpha / beta)**: 0.3 / -0.4 eV
**Energy**: -7389.8269 eV
**HOMO energy (alpha / beta)**: -8.124 / -7.468 eV
**Charge**: 0
**Molecular weight**: 86.13 g/mol

XYZ file:
```
16
C5H10O ωB97M-V/def2-TZVPD
C -2.19274 -0.84286 0.12612
O -0.92650 -0.49859 0.60195
C -0.14724 0.79755 -0.20604
C 0.46471 1.83368 0.50514
C 0.78973 -0.14047 -0.71257
C 1.92398 -0.72066 0.04705
H -2.99372 -0.35048 0.70085
H -2.35886 -1.92803 0.19399
H -2.33371 -0.55564 -0.93479
H -0.92983 1.09868 -0.90681
H 1.37917 1.67433 1.06578
H 0.00286 2.81538 0.58191
H 0.68005 -0.48351 -1.74248
H 1.79716 -1.80974 0.06810
H 1.96971 -0.36369 1.07619
H 2.87523 -0.52596 -0.46441
```

=====

[2]
ORCA calculation (ωB97M-V/def2-TZVPD) on C5H11N in the gas phase.

Properties
**Lowest unoccupied orbital energy**: 1.2 eV
**Energy**: -6852.0971 eV
**HOMO energy**: -8.834 eV
**SMILES**: CCN1C[C@H]1C
**Charge**: 0
**Molecular weight**: 85.15 g/mol

XYZ file:
```
17
C5H11N ωB97M-V/def2-TZVPD
C 2.09085 0.87689 0.19509
C 0.96176 -0.02121 0.66495
N -0.34464 0.61215 0.75395
C -1.00898 1.08393 -0.44839
C -1.46186 -0.16217 0.22962
C -1.29209 -1.52274 -0.44531
H 2.97789 0.25932 0.01798
H 1.83505 1.35393 -0.75644
H 2.34729 1.65503 0.91697
H 0.92993 -0.87203 -0.01899
H 1.17403 -0.42402 1.66181
H -1.53123 2.03888 -0.34664
H -0.52848 0.93622 -1.41675
H -2.34027 -0.13035 0.87498
H -2.03533 -1.62842 -1.23640
H -1.44248 -2.32548 0.28267
H -0.33146 -1.72992 -0.92909
```

=====

Q: Among the records above, which one has the highest energy?
A: C5H11N

=====

Q: charge of number 1 (C5H10O)?
A: 0